#P
# C6H17N3

2 unconnected molecules or ions with the total composition C6H17N3 (the ωB97M-V functional and the def2-TZVPD basis, the OMol25 dataset).

Last column: natural (NBO) charge in e.
Cartesian coordinates (Å):
H (0.91350, -2.43211, -0.98467)  0.1725
H (2.83231, -0.81440, -1.27286)  0.3614
H (-2.52570, 0.47473, 0.36740)  0.2160
H (-1.84466, -1.68383, 1.33236)  0.2097
C (-0.83777, 0.75474, -1.57791)  -0.4942
C (-1.69217, 1.12152, 0.63037)  -0.4072
H (1.85799, 0.78021, 1.25573)  0.3876
H (-1.81079, 0.38137, -1.86072)  0.1935
H (0.72024, 1.68288, 2.08084)  0.3539
H (0.20662, 2.78253, -0.05505)  0.1816
N (1.30930, 1.63131, 1.26059)  -0.8343
H (-1.04462, -2.97330, 0.43208)  0.2163
H (-0.10091, 1.07800, -2.29808)  0.1997
H (0.47154, -0.84666, 1.41694)  0.1897
C (0.04624, -1.10883, 0.45881)  -0.1527
C (-1.22621, -1.89287, 0.46034)  -0.6640
C (0.60405, 1.76622, 0.03108)  -0.0415
H (0.51548, -0.78273, -1.53067)  0.2122
H (-1.80799, -1.65977, -0.44250)  0.2072
N (2.31428, -0.88948, -0.40485)  -0.8562
H (-1.42236, 0.93882, 1.67081)  0.1964
H (1.31528, 1.60721, -0.77837)  0.2075
N (-0.55459, 0.84109, -0.24149)  -0.3025
C (0.95494, -1.38137, -0.65297)  -0.3083
H (-2.01405, 2.16146, 0.51128)  0.1988
H (2.82007, -1.53675, 0.19153)  0.3569

Charge: 0
Frontier orbital gap, eV: 7.04
Spin multiplicity: 1
LUMO, Ha: 0.034
HOMO energy, eV: -6.1245

#Q
# C6H17N3

A single C6H17N3 molecule (the ωB97M-V functional and the def2-TZVPD basis, the OMol25 dataset).

Last column: natural (NBO) charge in e.
Cartesian coordinates (Å):
H (1.06582, -2.04752, -0.48653)  0.3601
H (1.46805, 2.68792, -0.60724)  0.1995
H (-0.49964, -1.42434, -1.98515)  0.2090
H (-1.84561, -0.41540, -2.02599)  0.2083
C (-1.15516, -0.67111, 0.04354)  -0.2254
H (2.75179, 0.35204, -1.49389)  0.3609
H (-1.83853, 0.93286, 1.36114)  0.2295
H (0.62716, 0.49070, -1.59473)  0.1853
C (0.74467, 2.02565, -0.11836)  -0.6441
C (-1.36268, -1.14846, -1.37997)  -0.6261
H (0.89953, 2.12441, 0.95512)  0.2191
H (-2.00011, -2.03220, -1.39509)  0.2226
C (-2.11665, 0.44434, 0.43194)  -0.6153
H (-3.11995, 0.03632, 0.55263)  0.2125
H (-0.44351, -0.55633, 2.51220)  0.3754
C (0.95265, 0.58390, -0.55282)  -0.0776
H (-1.51453, -1.64814, 0.73550)  0.1804
H (2.91277, 0.76434, 0.10615)  0.3534
H (-0.23181, 2.40446, -0.40793)  0.2110
H (1.87904, -1.72650, 0.86735)  0.3671
C (0.22924, -0.57590, 0.60971)  0.3068
H (-2.14819, 1.20255, -0.34646)  0.1951
N (0.25151, -0.08601, 1.94566)  -0.8620
H (1.18332, -0.13002, 2.33841)  0.3657
N (2.37266, 0.22060, -0.56256)  -0.8703
N (0.93814, -1.80814, 0.49738)  -0.8410

Charge: 0
Frontier orbital gap, eV: 9.30
Spin multiplicity: 1
LUMO, Ha: 0.038
HOMO energy, eV: -8.2781
SMILES: CC(C)C(N)(N)[C@@H](C)N

#R
# C6H17N3

2 unconnected molecules or ions with the total composition C6H17N3 (the ωB97M-V functional and the def2-TZVPD basis, the OMol25 dataset).

Last column: natural (NBO) charge in e.
Cartesian coordinates (Å):
N (-2.83375, 0.60575, 0.73209)  -0.8554
H (3.33485, 0.76676, -1.72888)  0.1967
H (2.30477, 0.91316, 0.48537)  0.1876
H (-2.65604, 1.47746, 0.24775)  0.3569
H (0.65438, 0.20476, -1.71115)  0.4013
N (-1.92517, -1.51935, 1.37960)  -0.8318
H (-2.25867, -1.42690, 2.33387)  0.3549
H (-3.17586, 0.83246, 1.66071)  0.3545
C (2.02508, -1.22684, 0.77672)  -0.6568
C (-1.01970, -0.40053, -0.58763)  -0.2397
C (-0.21136, 1.89360, -0.93351)  -0.4213
N (0.11737, 0.47918, -0.83887)  -0.6087
H (2.11248, -2.14112, 0.19377)  0.2079
H (0.66979, 2.42604, -1.28892)  0.2096
H (-0.85028, 0.22983, 1.46344)  0.1617
H (2.76618, -1.24259, 1.57571)  0.2197
H (-0.65590, -1.42468, -0.66590)  0.2175
H (3.12286, -1.06607, -1.69241)  0.1913
H (-1.03662, 2.08775, -1.63272)  0.1690
H (1.04078, -1.21407, 1.24364)  0.2167
C (-1.62305, -0.21788, 0.81722)  0.0908
H (-2.66513, -1.95612, 0.83872)  0.3592
C (2.22968, -0.01184, -0.07810)  -0.0588
C (2.83728, -0.09584, -1.30844)  -0.5834
H (-1.81670, -0.25103, -1.33136)  0.1750
H (-0.48728, 2.27812, 0.04927)  0.1855

Charge: 0
Frontier orbital gap, eV: 8.65
Spin multiplicity: 1
LUMO, Ha: 0.033
HOMO energy, eV: -7.7612
SMILES: CNCC(N)N.C=CC

Here is how they stack up, most stable first: #Q, #R, #P.